Molecular formula: C25H30FN3O13P2Ta
Method: DFT, the ωB97M-V functional and the def2-TZVPD basis

Each line ends with the Mulliken charge.
Cartesian coordinates (Å):
1 Ta 1.947 2.635 -0.428  2.753
2 C -2.292 -1.268 4.919  -1.015
3 C -0.980 -1.727 4.305  -1.021
4 N -0.623 -0.934 3.103  0.146
5 C 0.220 0.077 3.244  -0.199
6 C 0.599 0.913 2.211  -0.257
7 C 1.548 2.011 2.553  0.146
8 O 1.788 2.350 3.667  -0.537
9 O 2.131 2.573 1.469  -0.805
10 C 0.043 0.729 0.941  1.615
11 O 0.268 1.530 -0.061  -0.951
12 C -0.866 -0.368 0.773  0.883
13 C -1.436 -0.638 -0.482  -0.825
14 C -2.292 -1.685 -0.628  0.446
15 F -2.762 -1.967 -1.850  -0.329
16 C -2.677 -2.512 0.454  -1.363
17 C -2.107 -2.244 1.687  -0.822
18 C -1.195 -1.196 1.864  0.273
19 N -3.591 -3.560 0.310  0.283
20 C -3.203 -4.910 0.695  -0.610
21 C -4.407 -5.696 1.188  -0.720
22 N -5.470 -5.692 0.125  -0.136
23 C -5.833 -4.292 -0.288  -0.975
24 C -4.587 -3.555 -0.752  -0.653
25 H -2.513 -1.876 5.795  0.391
26 H -3.126 -1.353 4.222  0.332
27 H -2.221 -0.230 5.243  0.361
28 H -0.990 -2.779 4.025  0.455
29 H -0.164 -1.602 5.013  0.495
30 H 0.626 0.252 4.232  0.594
31 H -1.165 -0.042 -1.342  0.619
32 H -2.414 -2.843 2.531  0.729
33 H -2.461 -4.883 1.490  0.451
34 H -2.745 -5.438 -0.155  0.233
35 H -4.846 -5.240 2.073  0.371
36 H -4.143 -6.730 1.402  0.398
37 H -6.301 -6.182 0.462  0.358
38 H -5.140 -6.215 -0.692  0.401
39 H -6.278 -3.812 0.582  0.371
40 H -6.570 -4.356 -1.086  0.442
41 H -4.884 -2.536 -0.989  0.484
42 H -4.209 -4.010 -1.677  0.436
43 C -0.206 6.463 -2.880  -1.550
44 C 0.910 5.451 -2.646  1.187
45 O 2.063 5.660 -3.438  -0.584
46 P 0.403 3.744 -3.099  0.498
47 O 0.366 3.620 -4.639  -0.508
48 O -1.089 3.487 -2.721  -0.547
49 O 1.356 2.755 -2.430  -0.674
50 P 1.379 5.281 -0.886  0.644
51 O 1.299 6.703 -0.281  -0.512
52 O 0.436 4.196 -0.314  -0.726
53 O 2.722 4.562 -0.740  -0.693
54 H -0.543 6.415 -3.915  0.459
55 H 0.164 7.467 -2.670  0.498
56 H -1.062 6.283 -2.229  0.397
57 H 2.112 6.582 -3.728  0.404
58 H 1.189 3.780 -5.127  0.400
59 H -1.257 3.498 -1.765  0.453
60 H 1.700 6.901 0.580  0.432
61 O 6.613 1.839 -0.860  -0.576
62 C 6.241 0.580 -1.052  0.584
63 C 7.258 -0.357 -1.245  -0.777
64 C 6.948 -1.679 -1.446  -0.325
65 C 5.614 -2.137 -1.460  -0.791
66 C 4.605 -1.246 -1.266  -0.478
67 C 4.891 0.131 -1.055  -0.192
68 C 3.824 1.022 -0.863  1.922
69 O 3.960 2.311 -0.684  -0.902
70 O 2.561 0.697 -0.831  -0.539
71 H 5.857 2.429 -0.725  0.424
72 H 8.280 -0.007 -1.235  0.499
73 H 7.751 -2.388 -1.601  0.425
74 H 5.405 -3.184 -1.625  0.438
75 H 3.569 -1.557 -1.274  0.463

Output
**Energy relative to the best compared isomer or geometry (same formula, charge and spin)**: 0.00 kJ/mol
**E_tot**: -2952.2756 Ha
**Net charge**: +3